{
  "formula": "C32H53CrNP2",
  "method": "the ωB97M-V functional and the def2-TZVPD basis",
  "gap_ha": [0.221, 0.199],
  "multiplicity": 4,
  "s_squared": 3.870,
  "total_charge": 1,
  "species": ["Cr", "C", "C", "C", "C", "C", "C", "H", "H", "H", "C", "H", "H", "H", "C", "H", "H", "H", "C", "H", "H", "H", "C", "H", "H", "H", "C", "C", "C", "C", "C", "C", "C", "C", "H", "H", "H", "H", "H", "H", "H", "H", "H", "H", "H", "H", "P", "C", "C", "P", "C", "C", "C", "H", "H", "H", "H", "H", "H", "H", "H", "H", "H", "H", "H", "H", "H", "C", "N", "C", "C", "C", "C", "C", "C", "C", "C", "H", "H", "H", "H", "H", "H", "H", "H", "H", "H", "H", "H"],
  "coordinates": [[0.8374, -0.7505, 0.6020], [-0.9439, -1.2757, 1.8666], [-0.6381, -2.4182, 1.0457], [1.2142, -1.9798, 2.3712], [0.1766, -1.0765, 2.7358], [0.7112, -2.8207, 1.3212], [-2.3396, -0.7945, 2.1186], [-2.8694, -0.4827, 1.2123], [-2.3571, 0.0615, 2.8080], [-2.9565, -1.5872, 2.5717], [0.1437, -0.4341, 4.0753], [-0.6595, 0.3012, 4.1764], [1.1169, 0.0171, 4.3289], [-0.0475, -1.2085, 4.8323], [2.4148, -2.2761, 3.2092], [2.1275, -2.8554, 4.1010], [2.8951, -1.3566, 3.5669], [3.1501, -2.8734, 2.6690], [1.3634, -4.0844, 0.8861], [1.0411, -4.9086, 1.5437], [2.4609, -4.0210, 0.9646], [1.0973, -4.3557, -0.1434], [-1.6471, -3.2867, 0.3933], [-1.7816, -4.2154, 0.9715], [-1.3397, -3.5908, -0.6146], [-2.6294, -2.8004, 0.3369], [-3.2537, 1.6718, -1.0335], [-4.2915, 0.8238, -1.1538], [-4.2727, -0.5332, -1.8028], [-3.6601, -0.6044, -3.2305], [-2.2267, -0.8822, -3.3613], [-1.3655, -1.0318, -2.2433], [-1.4039, 0.0727, -1.1871], [-1.9233, 1.4229, -1.6665], [-5.3148, -0.8860, -1.8567], [-3.9340, 0.2858, -3.8350], [-3.7547, -1.2693, -1.1651], [-1.9980, 1.4618, -2.7839], [-3.3337, 2.6207, -0.4888], [-5.2280, 1.0578, -0.6252], [-1.2350, 2.2280, -1.3498], [-1.9997, -0.2653, -0.3379], [-1.4142, -2.0511, -1.8121], [-0.3968, 0.3067, -0.7637], [-4.1415, -1.4661, -3.7310], [-2.0000, -1.3995, -4.3096], [-0.2846, 1.2739, -3.7564], [0.1840, 2.9473, -4.2387], [-0.6765, 0.5097, -5.3743], [0.7079, -1.2217, -2.4165], [1.1690, 0.3672, -3.2054], [0.7830, -2.4235, -3.7828], [2.2228, -1.4523, -1.4361], [1.1811, 3.1812, -3.8510], [-0.5450, 3.6649, -3.8458], [0.1690, 3.0174, -5.3317], [-0.2888, 1.1614, -6.1662], [-1.7650, 0.4361, -5.4999], [-0.2456, -0.4969, -5.4595], [3.0591, -1.6858, -2.1242], [2.1060, -2.2989, -0.7261], [2.4844, -0.4945, -0.9184], [1.7564, 0.9851, -2.5049], [1.7787, 0.1494, -4.0989], [1.0571, -3.3939, -3.3491], [1.5751, -2.0967, -4.4761], [-0.1601, -2.5272, -4.3375], [-0.6993, 3.8939, 3.5994], [0.5745, 3.2362, 3.3910], [1.1594, 2.7664, 4.6363], [0.6016, 2.3408, 2.2391], [2.0171, 1.9587, 1.9016], [3.0242, 2.8961, 2.1753], [4.3759, 2.5576, 2.0546], [4.7260, 1.2519, 1.6706], [3.6930, 0.3336, 1.3646], [2.3567, 0.7313, 1.3435], [-0.5702, 4.6913, 4.3458], [-1.4760, 3.1938, 3.9697], [-1.0450, 4.3195, 2.6480], [2.1642, 2.3582, 4.4883], [1.2246, 3.6299, 5.3197], [0.5382, 2.0044, 5.1444], [-0.0434, 1.4571, 2.4291], [0.1322, 2.8811, 1.3990], [2.7186, 3.8801, 2.5366], [5.1448, 3.2984, 2.2750], [5.7803, 0.9386, 1.6084], [3.9414, -0.7114, 1.1472]],
  "forces_ev_per_a": [[0.615, 1.027, 1.866], [0.625, -1.483, 0.702], [0.800, 0.287, 0.464], [-0.551, -0.683, -0.404], [-0.564, -0.237, -0.333], [-0.701, 0.488, 0.567], [-0.255, 0.491, 0.106], [0.003, 0.008, 0.166], [0.023, -0.214, -0.243], [0.309, 0.139, -0.073], [0.303, 0.457, 0.246], [0.280, -0.014, -0.012], [-0.474, -0.006, -0.118], [0.032, 0.034, -0.183], [0.259, 0.328, 0.168], [-0.049, 0.113, -0.249], [-0.023, -0.233, -0.164], [0.049, 0.122, 0.036], [0.230, -0.324, -0.204], [0.114, 0.177, -0.248], [-0.380, -0.073, -0.110], [0.071, -0.057, 0.147], [-0.321, -0.312, -0.545], [0.033, 0.270, -0.107], [-0.196, -0.139, 0.115], [0.220, -0.098, -0.108], [-0.994, 0.081, 0.013], [0.172, 0.727, 1.101], [-0.105, 0.000, -0.471], [-1.268, 0.083, 0.184], [0.598, -0.951, -2.011], [2.852, -0.948, 2.596], [0.043, 0.150, 0.518], [-1.789, 0.760, 0.920], [0.399, 0.103, -0.107], [-0.081, -0.275, 0.315], [-0.151, 0.150, -0.085], [-0.542, 0.046, 1.838], [-0.412, -0.424, -0.165], [0.455, 0.071, -0.329], [-0.218, -0.314, -0.444], [0.161, 0.200, -0.252], [-0.447, 0.489, 0.223], [-0.095, -0.240, -0.202], [-0.014, 0.405, 0.041], [0.133, 0.221, 0.720], [0.051, -0.503, -1.655], [0.479, 0.397, -0.210], [0.275, 0.224, -0.627], [-0.908, 0.987, -2.912], [1.018, 0.080, -0.450], [0.580, -0.315, 0.068], [-0.034, -0.800, 0.773], [-0.165, 0.231, -0.149], [0.209, -0.101, 0.038], [0.228, 0.195, 0.228], [0.023, -0.423, -0.103], [0.347, 0.052, -0.015], [-0.135, 0.315, -0.139], [-0.422, 0.265, 0.211], [0.280, 0.462, -0.351], [-0.108, -0.473, -0.012], [-0.191, -0.232, -0.216], [0.276, -0.101, 0.521], [-0.070, 0.059, -0.288], [-0.227, -0.337, 0.226], [0.288, 0.119, 0.371], [0.142, -0.259, -0.015], [0.083, 0.542, -0.181], [-0.349, 0.125, 0.222], [-0.600, 0.291, 0.418], [0.648, 0.601, -0.287], [0.275, -0.177, 0.152], [-0.180, -0.398, -0.341], [-0.347, -0.296, 0.148], [0.930, 0.880, -0.244], [-1.521, -1.853, -0.377], [-0.161, -0.176, -0.271], [0.014, 0.160, -0.034], [0.027, 0.018, 0.284], [-0.223, 0.099, -0.017], [0.100, -0.318, -0.218], [0.143, 0.174, -0.075], [0.382, 0.063, -0.349], [0.093, -0.026, 0.172], [0.225, -0.275, -0.060], [-0.175, -0.214, -0.074], [-0.582, 0.208, 0.157], [0.131, 0.335, -0.204]],
  "mulliken_charge": [-0.0617, 0.1497, 1.9294, 0.8119, 0.6107, -0.3731, -1.1827, 0.1077, 0.3454, 0.3500, -1.6141, 0.4353, 0.3217, 0.3197, -1.8424, 0.3194, 0.3405, 0.4368, -1.5127, 0.4243, 0.3885, 0.2841, -1.7861, 0.3365, 0.3530, 0.5072, -0.7555, -0.6061, -0.5222, -1.0235, -1.3627, 1.0278, 1.4479, -0.8791, 0.6622, 0.2098, -0.2268, 0.0302, 0.4321, 0.3872, 0.5358, -1.2812, 0.4963, -0.3349, 0.5543, 0.5818, 1.0574, -1.2825, -1.4624, 1.1601, -1.6722, -1.4694, -1.0341, 0.4038, 0.3684, 0.4746, 0.4993, 0.3159, 0.2622, 0.5992, 0.2288, 0.2385, 0.6466, 0.7122, 0.4162, 0.4705, 0.3636, -0.9601, 0.0714, -1.0923, 0.2131, 0.0974, -0.7078, -0.7318, -0.9486, 0.2789, 0.1583, 0.3142, 0.2812, 0.3029, 0.3161, 0.3843, 0.3027, -0.4267, 0.4309, 0.4369, 0.4536, 0.3981, 0.3585]
}

=====

{
  "formula": "C32H53N2O9S4",
  "method": "the ωB97M-V functional and the def2-TZVPD basis",
  "gap_ha": 0.239,
  "total_charge": 1,
  "species": ["C", "C", "C", "N", "C", "C", "C", "C", "C", "C", "N", "O", "C", "C", "C", "C", "C", "C", "C", "H", "H", "H", "H", "H", "H", "H", "H", "H", "H", "H", "H", "H", "H", "H", "H", "H", "H", "H", "H", "H", "C", "C", "C", "S", "O", "O", "C", "H", "H", "H", "H", "H", "H", "H", "H", "C", "C", "C", "S", "O", "O", "C", "H", "H", "H", "H", "H", "H", "H", "H", "C", "C", "C", "S", "O", "O", "C", "H", "H", "H", "H", "H", "H", "H", "H", "C", "C", "C", "S", "O", "O", "C", "H", "H", "H", "H", "H", "H", "H", "H"],
  "coordinates": [[-0.7844, 1.6371, 2.0284], [-1.4592, 1.4967, 0.5507], [-0.2839, 0.9969, -0.4352], [0.3292, 2.0827, -1.2619], [0.7419, 3.2966, -0.5655], [1.4371, 4.5000, -1.2972], [1.6885, 4.4336, -2.8258], [1.2365, 3.1025, -3.5438], [0.5638, 1.9500, -2.7017], [0.1744, 0.6140, -3.5283], [0.0816, 0.8208, -5.0078], [-2.5556, 0.5733, 0.7036], [-3.3683, 0.4772, -0.4915], [-4.4157, 1.6656, -0.6934], [-4.0948, 3.0780, -1.2764], [-5.1815, 4.1657, -1.4825], [-6.7030, 3.9391, -1.1391], [-7.0325, 2.5230, -0.5255], [-5.9280, 1.4174, -0.3155], [0.3590, 1.8165, 1.9500], [-1.1981, 2.5642, 2.5700], [-0.9069, 0.6660, 2.6209], [-1.7872, 2.5424, 0.1673], [0.5707, 0.5792, 0.2271], [-0.6761, 0.1083, -1.0344], [0.6111, 3.4371, 0.5709], [1.7571, 5.4138, -0.6706], [2.2034, 5.2978, -3.3809], [1.4132, 3.0281, -4.6715], [1.0318, -0.1470, -3.3724], [-0.8357, 0.2441, -3.1472], [-0.4235, 1.7031, -5.2230], [1.0643, 1.0017, -5.3067], [-2.7671, 0.3265, -1.4639], [-3.9959, -0.4895, -0.3739], [-2.9984, 3.2849, -1.5539], [-4.9095, 5.1727, -1.9387], [-7.5094, 4.7358, -1.3232], [-8.1160, 2.2884, -0.2345], [-6.2796, 0.4038, 0.1114], [5.0955, 2.9626, 3.4781], [5.2972, 1.4868, 3.8262], [3.9309, 0.8038, 3.7390], [2.9810, 1.7374, 2.5453], [1.8718, 2.3652, 3.2289], [2.7991, 0.9408, 1.3485], [4.2241, 2.9773, 2.2293], [6.0457, 3.4731, 3.3097], [4.5801, 3.4689, 4.3009], [5.9829, 1.0326, 3.1036], [5.7371, 1.3620, 4.8180], [4.0183, -0.2300, 3.4025], [3.4032, 0.8407, 4.6938], [3.7503, 3.9420, 2.0472], [4.7915, 2.6645, 1.3494], [-4.1554, -3.0694, 2.8661], [-3.2806, -2.1603, 2.0009], [-1.9109, -2.0658, 2.6738], [-1.6953, -3.5905, 3.5854], [-1.6599, -3.2818, 4.9962], [-0.6729, -4.3884, 2.9442], [-3.2934, -4.2799, 3.1961], [-5.0732, -3.3595, 2.3503], [-4.4350, -2.5461, 3.7865], [-3.1718, -2.6013, 1.0040], [-3.7261, -1.1717, 1.8748], [-1.1086, -1.9658, 1.9415], [-1.8708, -1.2386, 3.3847], [-3.6674, -4.8553, 4.0428], [-3.1743, -4.9269, 2.3244], [7.4762, 4.1176, -4.4657], [5.9768, 3.9089, -4.6870], [5.4545, 3.0657, -3.5221], [6.5250, 3.4149, -2.1315], [7.2497, 2.2123, -1.7957], [5.7894, 4.1745, -1.1432], [7.6264, 4.5151, -3.0027], [7.8819, 4.8812, -5.1322], [8.0116, 3.1820, -4.6569], [5.4712, 4.8805, -4.6948], [5.7728, 3.4261, -5.6455], [4.4281, 3.3290, -3.2626], [5.5208, 1.9982, -3.7402], [8.6428, 4.3976, -2.6275], [7.2790, 5.5371, -2.8349], [-3.3136, -9.6757, 0.2039], [-2.5154, -9.2067, 1.4220], [-2.6164, -7.6812, 1.4773], [-4.1716, -7.2549, 0.7009], [-3.8939, -6.5190, -0.5119], [-5.0884, -6.7661, 1.7077], [-4.6347, -8.9199, 0.2592], [-3.4694, -10.7564, 0.2128], [-2.7730, -9.4190, -0.7131], [-2.9497, -9.6378, 2.3299], [-1.4736, -9.5308, 1.3717], [-2.6121, -7.3146, 2.5044], [-1.8140, -7.2063, 0.9096], [-5.1689, -8.9181, -0.6907], [-5.2776, -9.3089, 1.0521]],
  "forces_ev_per_a": [[0.360, 0.669, -0.678], [1.235, 0.993, 1.358], [-0.029, -1.928, 1.203], [1.535, 2.972, -1.839], [1.533, 1.794, -2.912], [-1.111, -3.099, -1.705], [-1.824, -3.553, 2.240], [-0.287, 1.283, 4.194], [1.310, 2.646, -0.623], [0.094, 0.432, 0.405], [1.184, 1.068, 1.186], [0.866, 1.026, -1.953], [-1.766, -0.272, -0.753], [-3.424, 2.610, -0.237], [-2.765, -0.985, 0.871], [-1.468, -2.617, 1.024], [3.570, -3.785, 0.916], [3.074, 0.925, -1.017], [0.667, 3.099, -1.319], [-2.287, -0.374, 0.021], [0.375, -1.716, -0.593], [-0.079, 1.510, -0.851], [0.160, -1.705, 0.667], [-1.301, 0.698, -1.184], [0.745, 1.566, 0.329], [-0.040, -0.858, -2.068], [-0.663, -1.784, -1.143], [-0.967, -1.586, 0.925], [-0.437, -0.130, 2.062], [-1.661, 1.057, 0.101], [1.532, 0.291, -0.439], [0.191, -0.923, 0.232], [-1.103, -0.382, -0.101], [-0.585, 0.406, 1.514], [1.085, 1.627, -0.096], [-1.966, -0.127, 0.327], [-0.199, -1.617, 0.730], [1.525, -1.453, 0.360], [1.896, 0.308, -0.492], [0.777, 1.849, -0.780], [0.015, 0.081, 0.227], [0.276, -0.010, -0.043], [0.242, -0.397, 0.362], [1.000, 0.039, 0.269], [-0.012, -0.044, -0.278], [-0.702, 0.177, -0.057], [0.297, 0.290, -0.120], [-0.123, -0.031, -0.016], [0.043, 0.005, -0.091], [-0.073, 0.048, 0.065], [-0.076, -0.022, -0.112], [-0.218, 0.111, -0.012], [-0.090, 0.039, -0.171], [-0.097, -0.135, -0.053], [-0.106, 0.022, 0.015], [-0.117, 0.078, 0.026], [-0.235, 0.039, -0.157], [-0.026, 0.549, -0.360], [-0.104, -0.302, -0.014], [0.271, -0.116, -0.265], [0.021, 0.149, 0.364], [-0.409, -0.116, -0.060], [0.096, -0.037, 0.072], [0.014, -0.077, -0.053], [-0.002, -0.015, 0.083], [0.109, -0.111, 0.070], [0.053, -0.076, 0.211], [0.017, -0.180, 0.049], [0.190, -0.011, -0.029], [0.012, 0.097, 0.109], [0.077, -0.103, -0.128], [-0.067, 0.130, -0.209], [-0.411, -0.134, -0.477], [0.282, 0.147, 0.077], [-0.343, 0.267, 0.196], [0.029, -0.381, 0.117], [0.276, 0.258, -0.282], [-0.018, -0.086, 0.080], [-0.007, 0.104, 0.030], [0.063, -0.063, 0.004], [0.005, 0.051, 0.100], [0.128, -0.130, 0.177], [0.062, 0.075, 0.160], [-0.150, -0.053, 0.142], [0.007, -0.105, 0.068], [0.148, -0.051, -0.102], [0.051, -0.226, 0.124], [0.515, -0.097, 0.269], [-0.160, -0.299, 0.104], [-0.187, 0.184, 0.295], [0.138, 0.328, -0.355], [-0.090, -0.453, -0.179], [0.000, 0.110, -0.024], [-0.087, -0.037, 0.045], [0.034, 0.044, -0.089], [-0.106, 0.062, 0.035], [-0.046, 0.119, -0.173], [-0.161, 0.057, 0.020], [-0.023, 0.179, 0.107], [0.025, 0.123, -0.049]],
  "mulliken_charge": [-0.0799, 0.3687, -1.0256, 0.6127, 0.1055, -0.7243, -0.5191, -0.6913, 0.9165, -0.3905, -0.6717, -0.0449, -0.1978, 0.5077, -0.0761, -0.4827, -0.4713, -0.4482, -0.3924, -0.4159, 0.2818, -0.1603, 0.0275, 0.0673, 0.5510, 0.3747, 0.3639, 0.3752, 0.2268, 0.3116, 0.2473, 0.2938, 0.3249, -0.0122, 0.4356, 0.1651, 0.2967, 0.3235, 0.2970, 0.2420, -0.6820, -0.5976, -0.8507, 1.4942, -0.7605, -0.7230, -0.6116, 0.3777, 0.3164, 0.2963, 0.3411, 0.3756, 0.3835, 0.4081, 0.2794, -1.0921, 0.0053, -0.5393, 1.2120, -0.6875, -0.6827, -0.1867, 0.4386, 0.3627, 0.2308, 0.0142, 0.2752, 0.2528, 0.6050, -0.2964, -0.6426, -0.6926, -0.0781, 1.2027, -0.6783, -0.6474, -0.7765, 0.3603, 0.3078, 0.2798, 0.3757, -0.1704, 0.4264, 0.4274, 0.3462, -0.5987, -0.7817, -0.4228, 1.1627, -0.6668, -0.6580, -0.6874, 0.3628, 0.2856, 0.3106, 0.3437, 0.3085, 0.3881, 0.4048, 0.3372]
}

=====

| no. | maximum force (Eh/bohr) |
| --- | --- |
| 1 | 0.077 |
| 2 | 0.103 |